# 1
Density functional theory data (the ωB97M-V functional and the def2-TZVPD basis) for a cluster of 2 separate species, C2H8S2 in total.

energy above the lowest of the compared OMol25 structures with the same formula, charge and spin = 0.366 eV
SMILES string = CSS.C
orbital gap = 9.6 eV
HOMO energy = -9.167 eV

Atoms and positions in Å:
C: -0.057 3.603 -0.694
S: -0.575 1.850 -0.990
S: 1.157 0.703 -0.613
H: -0.496 4.230 -1.489
H: -0.632 3.894 0.182
H: 0.998 3.861 -0.677
H: 0.928 0.418 0.713
C: -0.271 -3.653 0.688
H: -0.397 -3.925 1.751
H: -1.120 -4.107 0.192
H: -0.091 -2.590 0.597
H: 0.556 -4.283 0.340



# 2
Density functional theory data (the ωB97M-V functional and the def2-TZVPD basis) for a structure of composition C33H44AsGe2MnN5SSe.

net charge = +2
⟨S²⟩ = 8.7571
energy above the lowest of the compared OMol25 structures with the same formula, charge and spin = 0.365 eV
spin multiplicity = 6
orbital gap (alpha / beta) = 7.3 / 7.1 eV
HOMO energy (alpha / beta) = -12.761 / -12.781 eV

Atoms and positions in Å:
Mn: 0.087 0.057 -1.393
C: 3.935 -2.750 -0.838
C: 2.895 -1.684 -0.483
Ge: 1.425 -2.335 0.657
C: 0.774 -4.148 0.274
C: 1.737 -5.265 0.684
C: 1.630 -1.950 2.555
C: 0.754 -1.000 2.921
Ge: -0.316 -0.687 1.300
C: 2.239 2.054 0.081
C: 3.616 2.397 0.631
C: -2.228 -1.074 1.420
C: -3.076 -0.286 2.417
C: 0.600 -0.404 4.263
C: -0.337 0.606 4.481
C: -0.486 1.191 5.729
C: 0.310 0.770 6.782
C: 1.252 -0.232 6.582
C: 1.400 -0.811 5.335
H: 4.759 -2.311 -1.400
H: 3.502 -3.540 -1.452
H: 4.360 -3.213 0.053
H: 2.481 -1.268 -1.410
H: 3.363 -0.852 0.051
H: 0.528 -4.213 -0.787
H: -0.162 -4.248 0.828
H: 2.650 -5.261 0.091
H: 1.266 -6.241 0.560
H: 2.024 -5.179 1.733
H: 2.323 -2.422 3.245
H: 1.822 2.901 -0.472
H: 2.353 1.230 -0.635
H: 3.582 3.245 1.314
H: 4.296 2.665 -0.177
H: 4.051 1.552 1.170
H: -2.208 -2.126 1.727
H: -2.658 -1.060 0.418
H: -2.725 -0.443 3.436
H: -4.111 -0.626 2.369
H: -3.073 0.791 2.226
H: -0.957 0.943 3.656
H: -1.218 1.974 5.878
H: 0.200 1.219 7.760
H: 1.873 -0.559 7.405
H: 2.142 -1.585 5.195
Se: -4.490 5.053 2.183
N: -2.807 4.549 2.415
C: -2.573 3.585 1.554
C: -1.307 2.886 1.473
C: -0.191 3.268 2.333
C: 0.986 2.679 2.162
C: 1.246 1.602 1.152
N: -0.004 1.025 0.549
C: -1.175 1.864 0.595
C: -2.232 1.554 -0.340
N: -1.966 0.633 -1.291
C: -2.932 0.272 -2.140
C: -4.207 0.807 -2.104
C: -4.482 1.787 -1.167
C: -3.490 2.179 -0.278
C: -3.673 3.220 0.712
N: -4.790 3.883 0.884
H: -0.345 4.049 3.064
H: 1.836 2.965 2.768
H: 1.726 0.792 1.702
H: -2.670 -0.486 -2.868
H: -4.958 0.465 -2.801
H: -5.454 2.260 -1.107
C: 1.992 0.736 -6.352
As: 0.645 1.161 -5.060
C: 0.068 2.957 -5.391
C: -0.861 0.000 -5.371
S: 1.498 1.032 -3.105
H: 1.601 0.920 -7.352
H: 2.275 -0.309 -6.245
H: 2.857 1.369 -6.168
H: -0.297 3.036 -6.414
H: 0.912 3.626 -5.242
H: -0.724 3.208 -4.688
H: -0.792 -0.405 -6.379
H: -1.781 0.572 -5.269
H: -0.838 -0.813 -4.649
C: -0.987 -4.414 -3.169
C: -0.669 -3.095 -2.648
N: -0.423 -2.056 -2.235
H: -0.615 -5.173 -2.482
H: -0.517 -4.547 -4.142
H: -2.067 -4.515 -3.266



# 3
Density functional theory data (the ωB97M-V functional and the def2-TZVPD basis) for a structure of composition C18H36N7ORh.

net charge = +4
⟨S²⟩ = 6.0120
energy above the lowest of the compared OMol25 structures with the same formula, charge and spin = 0.000 eV
spin multiplicity = 5
orbital gap (alpha / beta) = 10.4 / 5.8 eV
HOMO energy (alpha / beta) = -21.121 / -21.113 eV

Atoms and positions in Å:
Rh: 0.250 0.201 -0.033
C: -2.187 1.631 1.682
C: -0.854 2.061 2.299
N: 0.209 1.043 2.132
C: 0.214 -0.075 3.100
C: -0.932 -1.045 2.845
N: -1.096 -1.343 1.409
C: -2.484 -1.389 0.916
C: -2.846 -0.152 0.058
N: -1.986 0.992 0.372
H: -2.721 0.948 2.336
H: -2.815 2.519 1.584
H: -0.510 2.973 1.809
H: -1.004 2.294 3.356
H: 1.099 1.526 2.237
H: 1.162 -0.602 3.001
H: 0.147 0.292 4.128
H: -0.725 -1.967 3.396
H: -1.864 -0.652 3.237
H: -0.578 -2.182 1.152
H: -2.639 -2.274 0.301
H: -3.157 -1.473 1.769
H: -2.708 -0.391 -0.993
H: -3.904 0.080 0.209
H: -2.061 1.676 -0.375
C: -1.643 -2.896 -2.751
C: -0.449 -2.175 -2.219
O: -0.542 -1.029 -1.695
N: 0.736 -2.763 -2.354
C: 1.987 -2.035 -2.237
C: 2.649 -1.984 -0.873
C: 3.750 -2.791 -0.613
C: 4.496 -2.586 0.540
C: 4.140 -1.559 1.401
C: 3.001 -0.832 1.109
N: 2.259 -1.046 0.008
H: -2.558 -2.348 -2.540
H: -1.728 -3.908 -2.351
H: -1.547 -2.991 -3.835
H: 0.757 -3.682 -2.775
H: 1.798 -1.001 -2.536
H: 2.693 -2.473 -2.938
H: 4.032 -3.557 -1.323
H: 5.356 -3.210 0.753
H: 4.721 -1.319 2.280
H: 2.678 -0.050 1.786
N: 1.805 4.873 -2.310
C: 0.636 4.122 -2.872
C: 0.073 3.151 -1.830
N: 1.091 2.199 -1.317
C: 2.232 2.971 -0.766
C: 2.846 3.927 -1.793
H: 1.498 5.508 -1.565
H: 2.210 5.479 -3.033
H: 0.983 3.587 -3.756
H: -0.134 4.825 -3.188
H: -0.748 2.605 -2.294
H: -0.323 3.712 -0.978
H: 1.432 1.655 -2.111
H: 3.014 2.294 -0.423
H: 1.872 3.537 0.097
H: 3.244 3.378 -2.647
H: 3.665 4.490 -1.346



# 4
Density functional theory data (the ωB97M-V functional and the def2-TZVPD basis) for a structure of composition C4H5N3O3.

energy above the lowest of the compared OMol25 structures with the same formula, charge and spin = 7.523 eV
orbital gap (alpha / beta) = 6.8 / 6.8 eV
HOMO energy (alpha / beta) = -8.069 / -8.070 eV

Atoms and positions in Å:
C: -1.071 -0.280 -1.849
C: -0.135 0.160 -2.756
C: -0.272 -0.316 1.040
C: 0.346 0.122 3.159
N: 1.128 0.220 -0.765
N: -0.155 0.370 -4.014
N: -0.011 -0.059 -0.287
O: -1.204 -0.953 1.362
O: 1.168 0.083 -2.100
O: 0.595 0.224 1.787
H: -2.146 -0.253 -1.683
H: 0.775 1.061 3.433
H: 0.849 -0.799 3.568
H: -0.719 0.184 3.386
H: 0.853 0.236 -4.282